1.
DFT (ωB97M-V/def2-TZVPD) results for a structure of composition C18H38FN4O5Pd.

Last column: Löwdin spin population.
Geometry (Å):
Pd -11.3097 30.3912 -22.7990  1.4325
F -9.2763 29.7807 -22.5850  0.2526
C -8.7087 28.5897 -18.8992  -0.0001
C -7.8880 29.8629 -19.1080  0.0024
C -6.4010 29.5371 -19.4918  0.0019
O -5.7392 30.6943 -19.9384  0.0002
C -4.3638 30.5147 -20.1718  0.0000
N -8.6180 30.6767 -20.0199  0.0198
H -8.4894 27.9923 -18.0143  0.0000
H -8.7194 27.9826 -19.8045  0.0000
H -9.7421 28.9142 -18.7768  -0.0001
H -7.7311 30.3598 -18.1506  0.0007
H -6.4975 28.8824 -20.3580  0.0001
H -5.9226 28.9268 -18.7259  0.0001
H -3.9712 31.4699 -20.5203  0.0000
H -4.1661 29.8832 -21.0380  0.0000
H -3.7768 30.1796 -19.3167  0.0000
H -7.9149 31.3276 -20.3394  0.0003
H -8.9548 30.1523 -20.8148  -0.0025
C -12.4304 26.7108 -20.6984  0.0097
C -11.8305 27.6705 -21.7219  0.0060
C -12.4418 27.5810 -23.1330  0.0031
O -11.8031 28.6055 -23.9789  0.0809
C -12.2556 28.6370 -25.3493  0.0081
N -12.0067 28.9843 -21.1523  0.1456
H -12.5565 25.7439 -21.1856  0.0020
H -13.4157 26.9680 -20.3098  0.0001
H -11.7446 26.6368 -19.8544  -0.0001
H -10.7718 27.4320 -21.6197  0.0002
H -13.5234 27.7066 -23.0832  -0.0003
H -12.3174 26.5677 -23.5150  0.0018
H -13.2834 28.9991 -25.3702  -0.0002
H -12.2427 27.7172 -25.9341  0.0039
H -11.5619 29.2972 -25.8698  0.0005
H -13.0126 29.0495 -21.0898  0.0043
H -11.7828 29.0391 -20.1690  0.0051
C -5.4654 33.0668 -23.2390  0.0006
C -6.7819 32.3086 -23.5150  0.0018
C -6.5687 31.0205 -24.3946  0.0013
O -5.8888 31.3574 -25.5967  0.0002
C -5.8842 30.2710 -26.5291  0.0001
N -7.3252 31.9080 -22.2328  0.0183
H -4.6472 32.3711 -23.0528  0.0000
H -5.6311 33.7464 -22.4030  0.0000
H -5.1384 33.5494 -24.1600  0.0000
H -7.3783 33.1118 -23.9478  0.0000
H -7.5107 30.5437 -24.6656  -0.0002
H -5.9820 30.3239 -23.7958  -0.0001
H -6.9259 30.0823 -26.7884  0.0000
H -5.4277 29.3548 -26.1544  0.0000
H -5.5944 30.5594 -27.5395  0.0000
H -6.6604 31.2917 -21.7875  0.0002
H -8.0805 31.2392 -22.2803  -0.0014
C -5.8533 26.5497 -23.0365  0.0001
C -7.1257 27.1870 -23.0454  0.0004
C -7.9973 26.8633 -24.0911  -0.0001
C -7.6851 25.9050 -25.0473  0.0000
C -6.4617 25.1570 -24.9321  0.0000
C -5.5324 25.5763 -23.9572  0.0000
N -8.5826 25.7322 -26.2078  0.0000
O -9.5049 26.4846 -26.4199  0.0000
O -8.4345 24.7501 -26.8856  0.0000
H -5.1595 26.8336 -22.2591  0.0000
H -7.3747 27.9174 -22.2898  0.0004
H -8.9534 27.3591 -24.1710  -0.0002
H -6.0712 24.5039 -25.6986  0.0000
H -4.5552 25.1229 -23.8812  0.0000

Summary:
- E: -1531.09365 a.u.
- Multiplicity: 3
- E_LUMO (alpha / beta): -4.8 / -6.8 eV
- Energy above the lowest of the compared OMol25 structures with the same formula, charge and spin: 414.9 kJ/mol
- Expectation value of S²: 2.006
- Maximum force: 0.0486 Eh/bohr
- Total charge: +1
- HOMO (alpha / beta): -11.3 / -11.2 eV
- Gap between HOMO and LUMO (alpha / beta): 6.5 / 4.4 eV

=====

2.
DFT (ωB97M-V/def2-TZVPD) results for a structure of composition C18H38N2O10SSn.

Last column: Mulliken charge in e.
Geometry (Å):
Sn 0.1039 -0.0698 -1.6489  1.5729
C -1.9963 -2.7757 0.7507  -0.6978
C -1.4624 -2.0535 1.9803  -0.6274
O -0.1308 -1.5993 1.8598  -0.2239
C 0.8542 -2.6130 1.7606  -0.7673
C 1.3572 -2.7586 0.3383  -0.6755
O 1.8917 -1.5477 -0.1662  -0.1366
C 3.1689 -1.1623 0.2713  -0.5770
C 3.4792 0.1645 -0.3958  -0.8740
O 2.4305 1.1129 -0.2654  -0.2411
C 2.0518 1.3494 1.0808  0.3520
C 1.1885 2.5937 1.1604  -1.2769
O -0.1608 2.3970 0.7747  -0.0049
C -0.9622 1.7883 1.7690  -0.2035
C -2.3439 1.5790 1.2050  -1.0906
O -2.2625 0.6061 0.1888  0.3334
C -3.4066 -0.1955 0.0050  -0.5898
C -3.0131 -1.3557 -0.8907  -0.9594
O -1.8577 -2.0259 -0.4325  -0.3367
H -3.0466 -3.0342 0.9409  0.5339
H -1.4558 -3.7146 0.6011  0.3960
H -1.5594 -2.7276 2.8436  0.4275
H -2.0550 -1.1602 2.1790  0.1574
H 0.4720 -3.5804 2.1070  0.5392
H 1.6720 -2.3304 2.4289  0.3475
H 0.5441 -3.0021 -0.3455  0.2598
H 2.1040 -3.5612 0.2929  0.3726
H 3.9266 -1.8948 -0.0354  0.4154
H 3.2115 -1.0701 1.3630  0.3707
H 3.6108 0.0173 -1.4676  0.3322
H 4.4061 0.5675 0.0312  0.4124
H 2.9496 1.5081 1.6935  0.5430
H 1.5095 0.4830 1.4782  -0.1748
H 1.5966 3.3443 0.4817  0.3063
H 1.2282 2.9894 2.1834  0.4002
H -1.0226 2.4336 2.6568  0.4382
H -0.5496 0.8163 2.0612  0.0862
H -2.7387 2.5233 0.8089  0.3197
H -3.0047 1.2464 2.0157  0.5341
H -4.2237 0.3686 -0.4633  0.3445
H -3.7667 -0.5594 0.9774  0.4490
H -2.7682 -0.9969 -1.8916  0.1927
H -3.8606 -2.0478 -0.9657  0.4974
O 0.3054 -1.9735 -5.1814  -0.7313
S 0.2098 -1.4744 -3.8448  0.8233
O 0.2411 -2.4643 -2.7446  -0.5779
O -1.0199 -0.6183 -3.5756  -0.7034
O 1.3306 -0.4828 -3.4819  -0.6823
C -2.0283 4.7755 -2.7152  -0.9322
C -0.5941 4.9581 -2.2210  -0.7939
N 0.4229 4.4188 -3.1149  0.2906
C 1.0991 5.3539 -4.0069  -0.7802
C 0.3056 5.6932 -5.2639  -1.0792
C 0.6425 3.0743 -3.1631  1.2021
C 1.6991 2.5625 -4.0976  -1.7941
N -0.0050 2.2266 -2.4343  0.2815
H -2.7319 5.1108 -1.9514  0.3945
H -2.2413 3.7306 -2.9423  0.1990
H -2.2094 5.3542 -3.6202  0.3139
H -0.4750 4.5002 -1.2350  0.1258
H -0.3792 6.0201 -2.0962  0.4870
H 2.0674 4.9453 -4.2802  0.4155
H 1.2982 6.2644 -3.4374  0.3902
H 0.0410 4.7864 -5.8094  0.2522
H 0.8967 6.3313 -5.9223  0.4143
H -0.6152 6.2239 -5.0209  0.2853
H 2.6839 2.9255 -3.7976  0.3662
H 1.5110 2.8964 -5.1188  0.4132
H 1.6885 1.4766 -4.0817  0.1630
H -0.6928 2.6542 -1.8255  -0.2200

Summary:
- E: -2183.02928 a.u.
- Multiplicity: 1
- E_LUMO: 0.5 eV
- Maximum force: 0.0077 Eh/bohr
- Total charge: 0
- HOMO: -8.0 eV
- Gap between HOMO and LUMO: 8.6 eV

=====

3.
DFT (ωB97M-V/def2-TZVPD) results for a cluster of 6 separate species, C18H38N2O16 in total.

Last column: Mulliken charge in e.
Geometry (Å):
C 3.8203 -0.0273 19.1866  -0.7482
N 2.6430 0.8451 19.6002  1.0066
O 2.9431 1.9146 20.0420  -0.5269
O 1.5437 0.4073 19.4300  -0.5846
H 4.6710 0.5590 18.8051  0.1507
H 3.6319 -0.8481 18.5006  0.3056
H 4.1499 -0.4414 20.1294  0.3504
C 2.9719 2.9671 15.2743  -0.7631
N 3.9864 2.1236 15.9398  1.0358
O 3.5389 1.0952 16.4210  -0.6095
O 5.1132 2.5125 16.0819  -0.4528
H 3.5135 3.4661 14.5051  0.3264
H 2.7591 3.7709 15.9287  0.1038
H 2.1522 2.4307 14.9054  0.3816
C -0.1567 4.4557 20.7023  -1.3446
C 0.5040 4.2513 19.3896  0.1393
O 1.2276 5.5003 19.1549  -0.2348
C 0.9378 6.2027 18.0601  0.8896
O 0.1733 5.9544 17.1950  -0.5985
O 1.7056 7.3345 18.1715  -0.3174
C 1.5561 8.2105 17.0313  -0.7261
H 0.6351 4.6145 21.4418  0.2915
H -0.7820 3.5552 20.9783  0.3595
H -0.7711 5.3351 20.6595  0.3988
H -0.1429 4.0146 18.5783  0.4669
H 1.2435 3.5426 19.5260  -0.0626
H 2.3391 7.8589 16.3223  0.2319
H 1.6911 9.2191 17.4308  0.2256
H 0.5962 8.0755 16.5821  0.3701
C 8.1792 0.7355 16.5707  -0.6786
C 9.3026 1.3649 15.7849  -0.4702
O 8.8339 2.6847 15.4540  -0.2336
C 9.7825 3.6314 15.3470  0.7426
O 10.9355 3.5029 15.5031  -0.5354
O 9.0832 4.6654 14.8857  -0.2971
C 9.8706 5.8583 14.3616  -0.7440
H 8.5207 -0.1552 17.0788  0.4353
H 7.3480 0.4957 15.9344  0.2718
H 7.8356 1.4602 17.2226  -0.1405
H 9.3876 0.9009 14.8103  0.2885
H 10.2664 1.3862 16.2535  0.4262
H 9.8562 6.6640 15.0910  0.2369
H 9.3508 6.1450 13.4604  0.2629
H 10.9100 5.5577 14.1413  0.3775
C 7.9456 7.3713 17.6994  -1.3345
C 7.0013 6.8845 16.6503  -0.0797
O 5.8737 6.4123 17.3273  -0.2871
C 5.0145 5.6203 16.6088  0.4112
O 4.9462 5.6554 15.3825  -0.6398
O 4.1320 4.9945 17.3745  0.2503
C 4.3546 5.1807 18.8466  -0.4287
H 8.6472 6.6522 18.1321  0.2627
H 7.3484 7.8617 18.4422  0.4288
H 8.5740 8.1642 17.2873  0.4104
H 7.4000 6.0590 16.0343  0.1747
H 6.7397 7.6369 15.9447  0.3091
H 5.3276 4.8350 19.1984  0.1350
H 3.5118 4.6704 19.3325  -0.0286
H 4.2274 6.2155 19.0730  0.3522
C 6.7219 2.2248 20.2510  -0.3352
C 7.7062 3.1818 20.8523  -0.5651
O 7.6132 3.2914 22.3110  -0.3553
C 6.8984 4.3154 22.8256  0.8167
O 6.4817 5.2348 22.1688  -0.5681
O 6.8900 4.1395 24.1244  -0.3375
C 6.3070 5.1637 24.9457  -0.6049
H 6.8419 1.2459 20.7215  0.4502
H 7.0351 2.1664 19.2175  -0.0505
H 5.7234 2.5930 20.2295  0.1349
H 7.6493 4.2086 20.4710  0.3425
H 8.6870 2.7747 20.6389  0.3308
H 7.0895 5.9675 25.1081  0.2576
H 6.0597 4.6682 25.8617  0.2257
H 5.4049 5.5233 24.4268  0.3147

Summary:
- SMILES string: C[N+](=O)[O-].C[N+](=O)[O-].CCOC(=O)OC.CCOC(=O)OC.CCOC(=O)OC.CCOC(=O)OC
- E: -2021.80891 a.u.
- Multiplicity: 1
- E_LUMO: 0.5 eV
- Maximum force: 0.0716 Eh/bohr
- Total charge: 0
- HOMO: -10.6 eV
- Gap between HOMO and LUMO: 11.0 eV

=====

4.
DFT (ωB97M-V/def2-TZVPD) results for a cluster of 5 separate species, C18H38N2O5 in total.

Last column: Mulliken charge in e.
Geometry (Å):
C 0.9925 4.1746 0.0872  -0.8910
N 1.5281 3.2433 1.0558  -0.0774
C 2.8148 2.8452 1.2123  0.6833
C 3.0509 1.7352 2.2028  -0.9042
O 3.7738 3.3366 0.6303  -0.6672
H 1.1037 5.2166 0.3891  0.3173
H -0.0478 3.8879 -0.0618  0.2916
H 1.4997 4.0423 -0.8688  0.2973
H 0.9368 2.9576 1.8238  0.1952
H 2.2058 1.0664 2.3838  0.1283
H 3.3550 2.2188 3.1321  0.3928
H 3.8370 1.0832 1.8287  0.3113
C -0.5954 0.0517 -0.0566  -0.1695
N -1.6247 0.6079 0.7872  0.1647
C -1.4734 1.0581 2.0490  0.7934
C -2.6965 1.5928 2.7367  -1.0720
O -0.3827 1.0733 2.6296  -0.6843
H -0.2503 -0.9505 0.2005  0.1785
H 0.2340 0.6885 -0.3468  -0.1926
H -1.1859 -0.1179 -0.9632  -0.1384
H -2.5746 0.7198 0.4385  0.1653
H -2.6763 1.2532 3.7678  0.3362
H -3.6066 1.3301 2.1944  0.2687
H -2.6426 2.6829 2.7532  0.2498
C 1.9991 -2.1565 2.3333  0.4315
C 1.6789 -3.2204 3.3740  -0.7254
C 1.2783 -4.4171 2.4866  -0.5045
O 2.1030 -4.3554 1.3553  -0.4773
C 2.3588 -2.9553 1.0487  -0.4228
H 2.8711 -1.6166 2.6968  0.1977
H 1.1463 -1.5272 2.0792  -0.3510
H 0.9147 -2.9179 4.0932  0.3428
H 2.5333 -3.4543 4.0118  0.3165
H 0.2064 -4.3646 2.2732  0.2644
H 1.5240 -5.2873 3.1003  0.3775
H 1.8282 -2.7281 0.1276  0.2829
H 3.4393 -2.8374 0.9562  0.2641
C 2.2803 1.0769 -2.0998  0.2663
C 1.1576 1.1002 -3.1272  0.0048
C 1.8356 0.3239 -4.2721  -0.6105
O 2.6953 -0.6367 -3.6920  -0.4410
C 2.8822 -0.2923 -2.3075  -0.3289
H 2.1218 1.2960 -1.0427  -0.5322
H 3.0401 1.8221 -2.3620  0.2812
H 0.8314 2.0429 -3.5630  0.4559
H 0.3023 0.4768 -2.8546  -0.1138
H 2.3284 1.0541 -4.9272  0.2881
H 1.0877 -0.1692 -4.8976  0.3245
H 3.9286 -0.3202 -2.0001  0.3566
H 2.3684 -1.0780 -1.7425  0.0920
C -4.8535 -1.7662 -1.6065  -0.6564
C -3.7524 -1.1839 -2.4710  -0.3071
C -3.8365 0.3193 -2.1308  -0.5053
O -4.0780 0.2757 -0.7194  -0.5188
C -4.8677 -0.8773 -0.3524  -0.3396
H -4.6480 -2.8331 -1.5171  0.3477
H -5.8447 -1.6640 -2.0512  0.2883
H -3.7988 -1.3802 -3.5394  0.4173
H -2.7616 -1.4017 -2.0671  0.1051
H -4.6592 0.8349 -2.6353  0.3067
H -2.9181 0.8636 -2.3419  0.3190
H -5.8876 -0.5498 -0.1625  0.2386
H -4.4102 -1.2936 0.5417  0.2879

Summary:
- SMILES string: CNC(C)=O.CNC(C)=O.C1CCOC1.C1CCOC1.C1CCOC1
- E: -1194.31426 a.u.
- Multiplicity: 1
- E_LUMO: 0.4 eV
- Energy above the lowest of the compared OMol25 structures with the same formula, charge and spin: 0.0 kJ/mol
- Maximum force: 0.0366 Eh/bohr
- Total charge: 0
- HOMO: -9.3 eV
- Gap between HOMO and LUMO: 9.7 eV

=====

- Which of these has the lowest E?
  C18H38N2O10SSn